(1)
{"formula": "C7H13N", "method": "wB97M-V/def2-TZVPD", "e_tot_ha": -329.0971, "lumo_energy_ha": 0.035, "gap_ev": 8.9, "symbols": ["C", "C", "N", "C", "C", "C", "C", "C", "H", "H", "H", "H", "H", "H", "H", "H", "H", "H", "H", "H", "H"], "positions_angstrom": [[0.324, 1.005, -2.731], [-0.049, 1.974, -1.580], [-1.470, -0.280, -0.450], [-0.429, 0.436, 0.309], [0.193, 1.609, -0.141], [0.927, -2.578, 2.376], [0.311, -1.699, 1.321], [0.053, -0.396, 1.458], [1.397, 0.812, -2.795], [-0.071, 1.422, -3.641], [-0.081, 0.027, -2.521], [0.450, 2.978, -1.779], [-1.158, 2.050, -1.693], [-0.411, -0.413, -0.723], [-2.153, 0.399, -0.768], [0.367, 2.363, 0.611], [0.730, -2.197, 3.403], [0.478, -3.626, 2.308], [1.952, -2.886, 2.221], [0.218, -2.124, 0.321], [0.264, 0.185, 2.357]], "lowdin_charge": [-0.1062, -0.2724, 0.0659, -0.3781, -0.0616, -0.1129, -0.1630, -0.0763, 0.0737, 0.0671, 0.0444, 0.1197, 0.0991, 0.0817, 0.0769, 0.0968, 0.0811, 0.0868, 0.0587, 0.1046, 0.1140]}



(2)
{"formula": "C7H13N", "method": "wB97M-V/def2-TZVPD", "e_tot_ha": -328.8257, "lumo_energy_ha": 0.000, "gap_ev": 9.4, "symbols": ["C", "C", "C", "C", "C", "C", "C", "H", "H", "H", "H", "H", "H", "H", "H", "H", "H", "H", "H", "H", "N"], "positions_angstrom": [[0.133, -0.337, -1.995], [0.491, -0.315, -0.371], [1.960, -0.951, 0.018], [0.310, 1.263, -0.105], [-1.213, 1.216, 0.240], [-1.680, -0.277, 0.493], [-0.843, -0.511, 1.836], [-0.864, 0.221, -2.179], [0.834, 0.460, -2.285], [0.191, -1.288, -2.518], [1.680, -2.240, 1.157], [2.801, -1.342, -1.387], [2.391, 0.262, 0.998], [0.747, 1.797, -0.925], [0.720, 1.733, 0.879], [-1.023, 1.831, 1.224], [-2.096, 1.456, -0.595], [-2.577, -0.697, 0.205], [-1.239, -1.421, 2.526], [-0.319, 0.302, 2.389], [-0.405, -1.162, 0.396]], "lowdin_charge": [-0.0389, -0.6512, -0.0905, -0.1905, -0.1932, -0.2038, -0.0541, 0.0914, 0.0511, 0.0622, 0.1887, 0.1763, 0.1521, 0.0838, 0.1047, 0.1113, 0.1495, 0.0909, 0.1244, 0.0906, -0.0548]}



(3)
{"formula": "C7H13N", "method": "wB97M-V/def2-TZVPD", "e_tot_ha": -329.1117, "lumo_energy_ha": 0.003, "gap_ev": 8.0, "symbols": ["H", "N", "C", "C", "C", "C", "C", "H", "H", "H", "H", "H", "H", "H", "H", "C", "C", "H", "H", "H", "H"], "positions_angstrom": [[-1.157, -2.512, 0.305], [-0.872, -1.783, -0.355], [-0.341, -0.740, 0.280], [0.088, -0.877, 1.737], [0.690, -0.211, -0.673], [0.221, 0.409, -1.787], [2.140, -0.258, -0.309], [0.396, 0.081, 2.163], [-0.743, -1.264, 2.328], [0.924, -1.573, 1.829], [0.897, 0.855, -2.506], [-0.735, 0.094, -2.180], [2.454, -1.293, -0.140], [2.759, 0.156, -1.105], [2.345, 0.297, 0.610], [-1.699, 0.829, 0.339], [-1.116, 1.803, -0.476], [-1.687, 1.007, 1.407], [-2.611, 0.366, -0.013], [-0.375, 2.475, -0.062], [-1.577, 2.139, -1.391]], "lowdin_charge": [0.0492, 0.1442, -0.5090, -0.0584, -0.3251, -0.0084, -0.0500, 0.0797, 0.0821, 0.0810, 0.0750, 0.0806, 0.0906, 0.0793, 0.0780, -0.1356, -0.0458, 0.0734, 0.0776, 0.0749, 0.0666]}



(4)
{"formula": "C7H13N", "method": "wB97M-V/def2-TZVPD", "e_tot_ha": -328.9424, "lumo_energy_ha": -0.059, "gap_ev": 5.6, "symbols": ["C", "C", "C", "C", "C", "C", "C", "N", "H", "H", "H", "H", "H", "H", "H", "H", "H", "H", "H", "H", "H"], "positions_angstrom": [[0.997, 1.146, 0.785], [1.264, 0.022, -0.229], [0.712, -1.302, 0.380], [-0.680, -1.142, 0.629], [-1.384, -0.278, -0.353], [-2.005, 1.371, -0.767], [-2.749, 0.251, -0.189], [2.744, 0.023, -0.532], [0.215, 0.565, 1.235], [1.807, 1.175, 1.505], [0.532, 2.018, 0.280], [0.911, 0.100, -1.297], [1.115, -2.068, -0.311], [1.176, -1.540, 1.356], [-1.155, -1.983, 1.016], [-1.038, -0.574, -1.332], [-1.897, 2.177, -0.177], [-3.630, -0.140, -0.863], [-3.126, 0.104, 0.779], [3.242, -0.777, -0.855], [2.947, 0.854, -1.061]], "lowdin_charge": [-0.0486, -0.4195, -0.1970, 0.0029, -0.2133, 0.0330, -0.2980, 0.0052, 0.0255, 0.0869, 0.0907, 0.1388, 0.1408, 0.1401, 0.1078, 0.1239, -0.0396, 0.1390, 0.0750, 0.0441, 0.0623]}



(5)
{"formula": "C7H13N", "method": "wB97M-V/def2-TZVPD", "e_tot_ha": -329.1326, "lumo_energy_ha": [0.007, 0.007], "gap_ev": [7.6, 7.6], "symbols": ["C", "C", "C", "C", "C", "C", "C", "N", "H", "H", "H", "H", "H", "H", "H", "H", "H", "H", "H", "H", "H"], "positions_angstrom": [[0.303, -0.288, -0.509], [-0.765, -1.288, -0.866], [1.505, -0.298, -1.415], [-1.529, 1.219, 0.537], [-0.124, 1.057, -0.019], [0.810, -0.179, 1.157], [0.402, -0.991, 2.125], [0.541, 2.105, -0.472], [-0.018, 2.721, -1.063], [1.783, 0.288, 1.236], [-1.345, -0.911, -1.711], [-0.312, -2.248, -1.107], [-1.471, -1.460, -0.056], [1.934, -1.300, -1.452], [1.215, 0.040, -2.412], [2.267, 0.397, -1.063], [-1.599, 2.168, 1.064], [-2.250, 1.219, -0.280], [-1.813, 0.422, 1.223], [-0.547, -1.503, 2.088], [1.015, -1.170, 2.995]], "lowdin_charge": [-0.4154, -0.0375, -0.0594, -0.0384, -0.4799, -0.0872, 0.0362, 0.0701, 0.0510, 0.1103, 0.0953, 0.0862, 0.0696, 0.0830, 0.0919, 0.0720, 0.0823, 0.0857, 0.0633, 0.0586, 0.0625]}



(6)
{"formula": "C7H13N2", "method": "wB97M-V/def2-TZVPD", "total_charge": 1, "e_tot_ha": -383.5747, "lumo_energy_ha": [-0.131, -0.302], "gap_ev": [7.2, 7.1], "multiplicity": 3, "symbols": ["C", "C", "C", "C", "C", "C", "C", "N", "N", "H", "H", "H", "H", "H", "H", "H", "H", "H", "H", "H", "H", "H"], "positions_angstrom": [[-1.498, -0.892, 1.146], [-2.128, 1.852, -0.812], [-0.071, -1.221, 0.956], [0.279, 1.138, 0.268], [0.725, -0.276, 0.031], [0.522, -0.690, -1.431], [2.225, -0.316, 0.380], [-2.152, 0.096, 0.674], [-1.558, 1.046, -0.022], [-2.087, -1.571, 1.755], [-3.190, 1.757, -1.014], [-1.566, 2.635, -1.298], [0.384, -1.267, 1.954], [-0.019, -2.246, 0.579], [0.303, 1.470, 1.299], [0.607, 1.872, -0.453], [0.922, 0.060, -2.107], [-0.532, -0.835, -1.659], [1.043, -1.622, -1.631], [2.783, 0.343, -0.280], [2.607, -1.327, 0.255], [2.402, -0.005, 1.407]], "lowdin_spin": [0.3764, 0.5647, 0.0879, 0.0218, 0.0161, 0.0024, 0.0164, 0.4709, 0.3098, 0.0265, 0.0327, 0.0350, 0.0248, 0.0107, -0.0008, 0.0017, 0.0002, 0.0008, 0.0000, 0.0002, 0.0013, 0.0004]}



(7)
{"formula": "C7H13N2O", "method": "wB97M-V/def2-TZVPD", "total_charge": 1, "e_tot_ha": -458.9021, "lumo_energy_ha": -0.120, "gap_ev": 8.9, "symbols": ["C", "C", "N", "C", "C", "C", "C", "C", "N", "O", "H", "H", "H", "H", "H", "H", "H", "H", "H", "H", "H", "H", "H"], "positions_angstrom": [[-1.049, 1.668, 0.796], [-1.147, 0.520, -0.140], [-1.344, 0.933, -1.448], [-1.688, -0.732, 0.312], [-1.126, -1.864, 0.288], [0.245, -2.342, -0.114], [1.270, -1.431, -0.186], [1.009, 0.010, -0.251], [1.944, 0.692, 0.873], [1.210, 0.705, -1.427], [-0.769, 1.390, 1.824], [-2.146, 2.085, 0.942], [-0.423, 2.439, 0.395], [-1.466, 0.225, -2.199], [-0.807, 1.638, -1.822], [-2.629, -0.663, 0.708], [-1.622, -2.795, 0.509], [0.220, -3.382, -0.110], [2.245, -1.957, -0.304], [2.563, 1.350, 0.472], [2.514, 0.090, 1.450], [1.342, 1.093, 1.589], [1.653, 0.328, -2.157]], "lowdin_charge": [-0.0444, -0.3487, 0.1488, -0.0706, -0.0641, 0.0006, -0.0573, -0.3111, 0.2485, 0.0063, 0.0902, 0.1491, 0.0811, 0.1473, 0.0701, 0.1100, 0.1143, 0.0886, 0.1228, 0.1376, 0.1504, 0.1293, 0.1013]}



(8)
{"formula": "C7H13N2O", "method": "wB97M-V/def2-TZVPD", "total_charge": 1, "e_tot_ha": -458.9947, "lumo_energy_ha": -0.159, "gap_ev": 10.5, "symbols": ["C", "C", "C", "C", "N", "C", "N", "C", "C", "O", "H", "H", "H", "H", "H", "H", "H", "H", "H", "H", "H", "H", "H"], "positions_angstrom": [[2.123, 0.303, -1.108], [1.281, 1.283, -0.254], [-0.116, 0.878, 0.280], [-0.574, 1.775, 1.488], [-1.081, 0.716, -0.839], [-1.417, -0.543, -0.882], [-0.904, -1.304, 0.052], [-1.031, -2.729, 0.118], [0.003, -0.546, 0.826], [0.771, -1.022, 1.613], [1.927, -0.652, -0.849], [3.125, 0.475, -1.021], [1.829, 0.337, -2.133], [1.038, 2.136, -0.841], [1.930, 1.304, 0.564], [-0.143, 2.850, 1.367], [-0.082, 1.261, 2.457], [-1.622, 1.641, 1.498], [-1.579, 1.536, -1.110], [-2.086, -0.780, -1.645], [-0.111, -3.064, -0.291], [-1.305, -2.796, 1.161], [-1.974, -3.060, -0.449]], "lowdin_charge": [-0.0335, -0.1205, -0.3728, 0.0318, 0.1852, -0.0059, -0.0184, 0.0449, -0.3602, 0.1921, 0.0339, 0.0633, 0.0795, 0.1166, 0.1101, 0.1309, 0.1510, 0.0631, 0.1787, 0.1648, 0.1062, 0.1155, 0.1439]}



(9)
{"formula": "C7H13N3O", "method": "wB97M-V/def2-TZVPD", "total_charge": 1, "e_tot_ha": -513.7344, "lumo_energy_ha": [-0.157, -0.302], "gap_ev": [7.8, 3.9], "multiplicity": 2, "symbols": ["C", "C", "C", "C", "N", "N", "H", "H", "H", "H", "H", "H", "C", "C", "C", "O", "N", "H", "H", "H", "H", "H", "H", "H"], "positions_angstrom": [[0.503, 0.902, 2.885], [-1.044, -2.058, 1.737], [-0.396, -0.127, 2.344], [-1.736, -0.015, 1.862], [-0.011, -1.405, 2.275], [-2.106, -1.249, 1.451], [-1.002, -3.122, 1.561], [-3.014, -1.461, 1.060], [-2.278, 0.910, 1.776], [0.603, 1.827, 2.324], [1.459, 0.450, 3.144], [0.126, 1.187, 3.878], [0.705, 1.533, -2.951], [-0.816, 1.456, -2.795], [1.406, 0.339, -2.293], [2.120, -0.385, -2.961], [1.384, 0.201, -0.935], [0.988, 1.561, -3.996], [1.158, 2.387, -2.441], [-1.315, 0.793, -3.496], [-1.257, 2.451, -2.850], [2.035, -0.416, -0.487], [0.730, 0.540, -0.256], [-1.103, 1.061, -1.813]], "lowdin_spin": [0.0408, 0.2514, 0.2194, 0.3672, 0.0032, 0.0657, 0.0080, -0.0012, 0.0125, 0.0093, 0.0004, 0.0201, 0.0000, 0.0002, 0.0000, 0.0010, 0.0010, 0.0000, 0.0000, 0.0000, 0.0000, 0.0000, 0.0009, 0.0000]}



(10)
{"formula": "C7H13N3O2S", "method": "wB97M-V/def2-TZVPD", "e_tot_ha": -987.2738, "lumo_energy_ha": 0.024, "gap_ev": 9.3, "symbols": ["C", "C", "C", "C", "C", "C", "C", "H", "H", "H", "H", "H", "H", "H", "H", "H", "H", "H", "H", "H", "N", "N", "N", "O", "O", "S"], "positions_angstrom": [[-1.649, 1.583, 1.109], [-0.574, 2.456, -0.785], [0.616, 1.625, -0.815], [1.922, -0.020, 0.542], [0.988, -1.195, 0.787], [-1.262, -2.114, 0.628], [0.242, -1.281, -1.251], [-2.559, 1.608, 1.599], [-1.501, 0.690, 0.512], [-1.018, 1.589, 2.091], [2.487, 0.006, 1.516], [2.736, -0.065, -0.165], [0.776, -1.383, 1.861], [1.598, -2.060, 0.685], [-0.533, -3.020, 0.796], [-2.251, -2.534, 0.082], [-1.333, -1.556, 1.588], [-0.490, -1.238, -2.203], [0.554, -2.450, -1.148], [1.244, -0.567, -1.406], [-0.997, 2.921, -1.958], [1.304, 1.731, -1.928], [-0.301, -1.049, 0.055], [-1.322, 2.774, 0.342], [1.046, 1.094, 0.404], [0.279, 2.454, -2.937]], "lowdin_charge": [-0.0579, -0.4120, -0.4176, -0.1740, -0.2481, -0.0590, -0.1502, 0.0511, 0.0614, 0.1238, 0.1408, 0.1189, 0.1244, 0.1012, 0.0944, 0.1285, 0.0740, 0.1240, 0.1149, 0.1109, -0.1484, -0.2187, -0.2978, -0.0610, -0.0607, 0.9370]}



(11)
{"formula": "C7H13N3O4S", "method": "wB97M-V/def2-TZVPD", "e_tot_ha": -1137.8027, "lumo_energy_ha": -0.031, "gap_ev": 8.5, "symbols": ["C", "C", "C", "C", "C", "C", "C", "H", "H", "H", "H", "H", "H", "H", "H", "H", "H", "H", "H", "H", "N", "N", "N", "O", "O", "O", "O", "S"], "positions_angstrom": [[0.277, -2.243, -0.698], [-0.370, -1.023, -0.093], [1.693, -2.059, -0.785], [2.523, -1.719, 0.577], [-0.928, 1.267, -0.597], [0.349, 1.735, 0.264], [-2.314, 1.315, -0.172], [-0.007, -3.547, -2.098], [-1.436, -3.073, -1.541], [0.122, -2.885, 0.268], [1.916, -1.024, -1.235], [2.345, -2.852, -1.379], [2.470, -1.451, 2.511], [0.894, -1.882, 1.715], [-0.956, -0.481, -2.075], [-0.868, 1.806, -1.549], [-2.492, 0.865, 0.894], [-3.063, 0.811, -0.696], [-2.860, 2.863, -1.782], [2.403, 1.027, 0.373], [-0.446, -2.664, -1.891], [1.855, -1.987, 1.847], [-0.787, -0.097, -1.012], [-0.368, -0.930, 1.145], [3.651, -1.219, 0.677], [0.292, 2.706, 1.030], [1.483, 1.019, -0.161], [-3.167, 2.926, 0.092]], "lowdin_charge": [-0.4228, -0.4409, -0.0742, -0.4240, -0.3188, -0.3421, -0.6509, 0.0657, 0.1602, 0.1744, 0.1319, 0.1707, 0.1287, -0.0132, 0.2301, 0.1372, 0.1153, 0.0325, 0.1072, 0.2035, 0.0459, 0.1385, 0.0689, 0.0427, -0.0021, 0.0933, 0.0176, 0.6246]}



(12)
{"formula": "C7H13N4S", "method": "wB97M-V/def2-TZVPD", "total_charge": 1, "e_tot_ha": -891.5089, "lumo_energy_ha": [-0.132, -0.132], "gap_ev": [8.0, 8.0], "symbols": ["C", "C", "S", "C", "N", "C", "N", "C", "C", "N", "C", "N", "H", "H", "H", "H", "H", "H", "H", "H", "H", "H", "H", "H", "H"], "positions_angstrom": [[-3.537, 0.291, 0.398], [-2.167, -0.352, 0.490], [-2.036, -1.852, -0.598], [-1.062, 0.583, 0.177], [-1.139, 1.908, 0.110], [0.061, 2.378, -0.126], [1.010, 1.417, -0.216], [2.396, 1.640, -0.540], [0.388, 0.219, -0.045], [0.914, -1.054, -0.093], [2.074, -1.453, 0.354], [2.492, -2.705, 0.285], [-3.738, 0.648, -0.609], [-4.303, -0.424, 0.687], [-3.577, 1.143, 1.071], [-2.025, -0.778, 1.492], [-2.508, -1.289, -1.708], [0.291, 3.419, -0.230], [3.015, 1.642, 0.360], [2.752, 0.873, -1.230], [2.487, 2.613, -1.019], [0.196, -1.731, -0.414], [2.741, -0.722, 0.797], [3.367, -2.976, 0.702], [1.908, -3.436, -0.097]], "lowdin_charge": [-0.1142, -0.6079, 0.8117, -0.2437, 0.1311, -0.1217, -0.0730, -0.0038, -0.1769, 0.1180, -0.1136, 0.1898, 0.0839, 0.0826, 0.0865, 0.1124, -0.1010, 0.1370, 0.0993, 0.1011, 0.1052, 0.0649, 0.1579, 0.1347, 0.1400]}